(1)
# C24H66F2N7O10PbS2

A structure of composition C24H66F2N7O10PbS2 at a distorted geometry (ωB97M-V with the def2-TZVPD basis set, the OMol25 dataset).

```
! wB97M-V def2-TZVPD RIJCOSX def2/J DEFGRID3
* xyz 2 2
Pb -3.03 -0.38 2.12
S -0.48 0.50 -0.38
S 0.53 -1.05 1.11
F 0.14 -1.69 2.52
F -1.88 1.30 -0.56
O 1.71 -0.25 1.42
O 0.41 1.63 -0.43
O 2.37 4.88 2.93
O 0.54 -2.18 0.18
O -2.38 -3.47 -5.08
O -0.67 -0.42 -1.48
O -3.52 2.12 1.71
O 0.49 -8.24 0.80
O 5.37 -2.25 0.43
O -0.83 5.26 -1.08
N -4.95 0.14 0.24
N 1.12 1.77 4.73
N 4.15 0.52 2.52
N -0.89 -0.11 0.94
N 0.76 -4.85 -0.57
N -1.86 -3.10 -1.51
N 1.87 6.28 -1.77
C 1.05 3.15 4.15
C 0.48 4.16 5.17
C -2.62 3.17 1.88
C -1.54 -3.82 -6.19
C -0.29 -5.40 1.47
C 0.84 -5.85 0.50
C -6.41 1.77 -0.79
C 1.41 4.84 1.88
C -3.55 -2.02 -2.79
C 0.40 -9.57 0.34
C 4.34 -2.46 -0.53
C 0.57 -7.25 -0.16
C -4.83 2.48 1.10
C -1.63 -3.26 -3.92
C -1.99 5.42 -1.87
C 6.23 0.58 1.60
C 1.11 5.50 -2.72
C 5.02 -1.60 1.60
C 2.40 3.55 3.46
C -2.63 -3.22 -2.72
C 4.92 -0.05 1.39
C 0.17 4.54 -1.83
C 2.06 4.69 -3.56
C -5.01 1.57 -0.12
H 1.22 -7.44 -1.01
H -6.54 2.61 -1.47
H -0.14 -6.01 2.35
H 1.50 3.95 1.26
H 1.72 5.62 1.20
H 1.77 -5.76 1.05
H 0.39 4.85 2.26
H -4.22 1.86 -0.81
H -3.17 -4.16 -2.67
H 4.08 -1.90 2.05
H 1.97 1.87 5.26
H -4.96 3.56 1.05
H -3.14 -1.01 -2.78
H 1.13 4.55 5.95
H -0.14 3.68 -2.41
H 0.91 -3.93 -0.19
H 4.80 -2.62 -1.51
H 1.25 -9.86 -0.28
H 0.78 4.05 -1.07
H -4.99 -0.43 -0.59
H -2.41 3.50 0.86
H 6.95 0.23 0.85
H 0.11 4.98 4.55
H 2.52 2.79 2.69
H -7.14 1.83 0.01
H -2.50 4.46 -1.80
H 3.17 3.61 4.23
H 2.64 3.99 -2.95
H -1.08 -2.32 -4.01
H -1.26 -2.28 -1.55
H -1.78 5.63 -2.91
H -3.08 3.95 2.49
H -5.51 2.25 1.91
H -5.74 -0.25 0.74
H 1.58 4.09 -4.33
H 0.27 3.00 3.40
H -0.93 -4.01 -3.57
H 1.22 6.50 -1.02
H -1.75 2.75 2.39
H -0.51 -9.82 -0.19
H -0.86 -4.67 -6.10
H 3.23 0.13 2.39
H 6.71 0.41 2.57
H -0.40 -7.30 -0.67
H 3.67 -3.28 -0.29
H 2.75 5.38 -4.05
H -1.14 -3.79 -1.36
H -1.30 -5.59 1.09
H -4.17 -2.08 -1.89
H -6.83 0.92 -1.33
H 1.45 1.14 4.02
H -0.30 -4.38 1.84
H -4.13 -2.10 -3.71
H 4.49 0.20 0.42
H 1.49 -4.97 -1.25
H -2.20 -4.19 -6.97
H 3.76 -1.55 -0.68
H 6.15 1.64 1.37
H -0.43 3.82 5.66
H 2.64 5.90 -1.24
H -0.91 -3.02 -6.60
H -2.74 6.08 -1.41
H 5.72 -1.93 2.38
H 0.37 -10.18 1.24
H 0.50 6.21 -3.27
H 4.02 1.50 2.31
*
```

As for the frontier orbital gap (spin up / spin down): 4.996 / 2.322 eV. As for the expectation value of S²: 0.7551.


(2)
# C3H7NO2

An isolated molecule of C3H7NO2 (ωB97M-V with the def2-TZVPD basis set, the OMol25 dataset).

```
! wB97M-V def2-TZVPD RIJCOSX def2/J DEFGRID3
* xyz 0 1
O 0.14 -1.50 0.26
O 0.73 1.99 0.05
N 1.93 0.16 -0.58
C -1.53 0.14 -0.42
C -0.28 -0.15 0.39
C 0.85 0.78 -0.06
H -1.75 1.21 -0.40
H -2.39 -0.40 -0.02
H -0.65 -2.05 0.23
H -1.37 -0.16 -1.46
H -0.46 0.09 1.45
H 2.71 0.72 -0.87
H 1.97 -0.85 -0.61
*
```

The value obtained for the energy above the lowest of the compared OMol25 structures with the same formula, charge and spin is 0.3857 eV. As for the frontier orbital gap: 10.513 eV. The SMILES is C[C@@H](O)C(N)=O.


(3)
# C3H2F2O

A structure of composition C3H2F2O at a distorted geometry (ωB97M-V with the def2-TZVPD basis set, the OMol25 dataset).

```
! wB97M-V def2-TZVPD RIJCOSX def2/J DEFGRID3
* xyz 0 1
F 2.28 -0.82 0.02
F 0.39 2.09 -0.02
O -0.01 -1.25 0.10
C 1.06 -0.35 0.02
C 0.32 0.82 -0.06
C -0.91 -0.10 0.02
H -1.63 -0.28 -0.93
H -1.50 -0.11 0.84
*
```

The value obtained for the energy above the lowest of the compared OMol25 structures with the same formula, charge and spin is 2.3898 eV. As for the frontier orbital gap: 9.832 eV.


(4)
# C6H17IN2O2PS

A structure of composition C6H17IN2O2PS (ωB97M-V with the def2-TZVPD basis set, the OMol25 dataset).

```
! wB97M-V def2-TZVPD RIJCOSX def2/J DEFGRID3
* xyz -1 1
I 2.47 -1.79 1.69
S 5.17 0.63 2.40
P 4.32 -0.45 3.80
O 5.41 -1.46 4.48
O 4.02 0.40 5.16
N 2.94 -1.23 3.58
N -1.31 -0.49 -1.53
C -1.43 -0.64 0.95
C -0.47 -0.21 -2.68
C -0.75 -0.03 -0.27
C -2.73 -0.28 -1.71
C -0.23 1.26 -3.05
C -3.26 1.15 -1.57
H 3.08 0.58 5.14
H -0.76 1.07 -0.18
H -0.89 -0.73 -3.54
H -3.26 -0.91 -0.98
H 0.30 -0.33 -0.25
H -4.36 1.14 -1.50
H 5.38 -2.28 3.98
H -2.46 -0.29 1.07
H 0.09 1.84 -2.18
H 0.57 1.33 -3.79
H -0.88 -0.37 1.84
H -1.44 -1.73 0.88
H 0.50 -0.67 -2.49
H -2.89 1.63 -0.66
H -1.11 1.73 -3.47
H -3.00 -0.67 -2.69
H -2.99 1.78 -2.41
*
```

As for the frontier orbital gap: 7.017 eV.